Version i
An isolated molecule of C10H15NO2S, computed with the ωB97M-V functional and the def2-TZVPD basis.

Values from the calculation:
- frontier orbital gap (Ha) = 0.3241
- LUMO (eV) = 0.29
- SMILES string = CCS[C@]1(C)[C@@H]([N+](=O)[O-])[C@@H]2C=C[C@H]1C2

The geometry in ORCA input format:
```
! wB97M-V def2-TZVPD RIJCOSX def2/J DEFGRID3
* xyz 0 1
C 2.114 -2.099 0.055
C 1.091 -1.804 1.176
S -0.616 -1.640 0.534
C -0.788 0.195 0.502
C -0.666 0.557 1.965
C -2.299 0.591 -0.200
N -3.228 1.381 0.594
O -4.312 0.891 0.799
O -2.914 2.491 0.975
C -1.871 1.330 -1.405
C -1.159 0.468 -2.417
C -0.018 0.006 -1.904
C 0.171 0.759 -0.575
C -0.654 2.076 -0.886
H 1.921 -2.988 -0.457
H 2.237 -1.357 -0.689
H 3.009 -2.121 0.686
H 1.382 -0.692 1.471
H 0.988 -2.464 1.920
H -1.063 -0.240 2.549
H -1.073 1.565 2.171
H 0.361 0.577 2.221
H -2.755 -0.415 -0.317
H -2.823 1.897 -1.774
H -1.619 0.097 -3.385
H 0.792 -0.636 -2.219
H 1.151 0.810 -0.191
H -0.011 2.509 -1.714
H -0.787 2.777 -0.127
*
```

Results of the natural (NBO) charge analysis, in e, for atoms 1 through 8:
1 C -0.607
2 C -0.494
3 S 0.156
4 C -0.028
5 C -0.675
6 C -0.132
7 N 0.527
8 O -0.359



Version ii
A structure of composition C10H15NO2S, computed with the ωB97M-V functional and the def2-TZVPD basis.

Values from the calculation:
- frontier orbital gap (Ha) = 0.3831
- LUMO (eV) = 0.15

The geometry in ORCA input format:
```
! wB97M-V def2-TZVPD RIJCOSX def2/J DEFGRID3
* xyz 0 1
O 3.843 -1.433 -0.642
O 2.303 -2.847 0.644
N 1.217 -1.323 -1.240
C 0.759 -0.126 -0.785
C -0.861 -0.747 1.477
C -0.217 1.384 2.412
C -0.553 0.437 -1.252
C 0.233 2.592 -0.133
C 1.632 2.033 0.135
C -0.180 0.626 1.103
C 2.228 -0.273 1.079
C -0.755 1.406 -0.100
C 1.109 0.556 0.463
S 2.493 -1.612 -0.076
H -0.812 -1.456 0.633
H -1.901 -0.485 1.740
H -0.319 -1.240 2.276
H -1.202 1.837 2.532
H 0.440 2.198 2.544
H 0.026 0.735 3.274
H -1.372 -0.263 -1.221
H -0.438 0.788 -2.254
H 0.244 3.124 -1.055
H -0.270 3.321 0.527
H 2.165 2.190 -0.800
H 2.214 2.546 0.929
H 3.128 0.339 1.033
H 2.082 -0.647 2.114
H -1.889 1.685 -0.012
*
```

Results of the natural (NBO) charge analysis, in e, for atoms 1 through 8:
1 O -0.930
2 O -0.930
3 N -0.588
4 C 0.413
5 C -0.614
6 C -0.620
7 C -0.500
8 C -0.430



Energies relative to the most stable structure, in kJ/mol: version i 328.4; version ii 0.0.



Version i
A cluster of 15 separate species, H29O15 in total, computed with the ωB97M-V functional and the def2-TZVPD basis.

Values from the calculation:
- frontier orbital gap (Ha) = 0.3432
- LUMO (eV) = 2.43

The geometry in ORCA input format:
```
! wB97M-V def2-TZVPD RIJCOSX def2/J DEFGRID3
* xyz -1 1
O -2.555 -2.838 -0.082
H -2.439 -1.901 0.027
H -5.263 0.692 -0.013
O -1.393 0.037 0.029
H -2.208 -0.051 0.432
H -0.777 0.423 1.391
O -5.490 0.743 -0.912
H -1.784 -0.017 -1.273
H 1.253 -1.235 1.299
O -1.850 4.207 -2.819
H -1.149 0.290 3.833
H -2.536 3.587 -2.753
O 2.848 3.389 1.000
H 2.492 2.489 0.912
H 0.810 3.554 -2.037
O 3.006 -0.926 -3.561
H -0.272 -1.438 -1.064
H 2.761 -1.084 -4.551
O -2.182 -0.005 -2.304
H 2.473 3.821 1.764
H -2.558 0.806 -2.611
O 1.889 -5.252 0.084
H 2.309 -4.553 -0.334
H -3.196 -3.186 0.539
O -1.696 1.138 3.862
H -1.275 1.858 3.274
H -4.869 0.886 -1.617
O 0.183 -1.292 -2.018
H -1.200 4.134 -2.196
O 1.229 1.267 4.807
H 0.702 0.468 4.781
H -0.638 -0.704 -2.257
O 3.985 -2.650 -1.174
H 3.670 -1.726 -0.992
H 3.254 -2.982 -1.735
O 0.779 3.657 -1.092
H 1.560 3.639 -0.675
H 1.490 -5.053 0.886
O 1.350 -2.056 1.917
H 2.175 -0.738 -3.127
H 0.599 1.681 4.184
O 0.067 0.441 2.186
H 2.290 -2.231 1.755
H 0.742 -0.279 2.184
*
```

Results of the natural (NBO) charge analysis, in e, for atoms 1 through 8:
1 O -0.954
2 H 0.483
3 H 0.486
4 O -1.141
5 H 0.428
6 H 0.544
7 O -0.983
8 H 0.499



Version ii
A cluster of 15 separate species, H29O15 in total, computed with the ωB97M-V functional and the def2-TZVPD basis.

Values from the calculation:
- frontier orbital gap (Ha) = 0.3415
- LUMO (eV) = 2.23

The geometry in ORCA input format:
```
! wB97M-V def2-TZVPD RIJCOSX def2/J DEFGRID3
* xyz -1 1
O -3.357 2.021 -2.562
H -4.185 2.403 -2.249
H 0.217 4.567 2.535
O 0.312 -1.311 -1.075
H 0.039 -0.370 -0.801
H 1.335 2.597 1.067
O -0.386 4.642 3.299
H -0.821 -0.605 2.584
H 3.204 0.845 -4.524
O -2.437 -2.958 -1.457
H -0.018 -1.988 4.412
H -2.709 -2.140 -1.888
O 0.281 -2.495 -3.390
H 0.240 -1.859 -2.635
H -0.498 1.731 0.020
O 2.218 -0.079 1.497
H 3.210 -3.036 1.223
H 2.365 0.355 0.653
O -0.666 -1.097 1.773
H 0.189 -1.977 -4.193
H 0.949 -1.506 -0.379
O 1.879 2.678 -1.861
H 2.067 3.339 -1.190
H -2.810 2.150 -1.778
O -0.918 -2.243 4.227
H -1.120 -2.408 3.302
H -0.469 3.706 3.456
O 3.322 -3.763 1.849
H -1.471 -2.860 -1.424
O -1.987 -4.059 -3.825
H -1.114 -3.804 -4.144
H 3.828 -3.310 2.532
O -2.517 2.411 3.425
H -3.448 2.464 3.668
H -2.227 1.730 4.030
O -0.072 0.890 0.159
H -0.548 -0.403 1.062
H 1.131 2.166 -1.524
O 3.722 0.358 -3.876
H 1.287 0.044 1.713
H -1.993 -3.743 -2.899
O 0.742 3.360 1.092
H 3.337 0.644 -3.040
H -0.107 2.913 1.139
*
```

Results of the natural (NBO) charge analysis, in e, for atoms 1 through 8:
1 O -0.930
2 H 0.459
3 H 0.485
4 O -1.033
5 H 0.522
6 H 0.495
7 O -0.959
8 H 0.456



Energies relative to the most stable structure, in kJ/mol: version i 290.0; version ii 0.0.



Version i
A cluster of 2 separate species, C5H14N4O in total, computed with the ωB97M-V functional and the def2-TZVPD basis.

Values from the calculation:
- frontier orbital gap (Ha) = 0.3098
- LUMO (eV) = 0.88
- SMILES string = C[C@H]1[C@@H](N)[C@H]1N.NNC=O

The geometry in ORCA input format:
```
! wB97M-V def2-TZVPD RIJCOSX def2/J DEFGRID3
* xyz 0 1
C -0.235 -2.501 -1.590
C -0.292 -1.823 -0.239
C 0.047 -0.356 -0.088
N 0.348 0.484 -1.213
C -1.374 -0.833 0.104
N -2.429 -0.551 -0.831
H -0.297 -1.781 -2.414
H 0.716 -3.043 -1.708
H -1.049 -3.228 -1.714
H 0.017 -2.465 0.582
H 0.589 -0.071 0.792
H 1.111 0.139 -1.740
H -0.451 0.614 -1.799
H -1.736 -0.867 1.155
H -2.282 -0.974 -1.736
H -2.582 0.448 -0.951
N 1.499 1.120 2.517
N 1.452 2.452 2.107
C 0.978 2.825 0.888
O 0.557 2.044 0.068
H 0.549 0.735 2.460
H 2.050 0.596 1.832
H 1.798 3.145 2.769
H 1.017 3.887 0.749
*
```

Results of the natural (NBO) charge analysis, in e, for atoms 1 through 8:
1 C -0.626
2 C -0.253
3 C -0.065
4 N -0.784
5 C -0.061
6 N -0.834
7 H 0.206
8 H 0.216



Version ii
A structure of composition C5H14N4O, computed with the ωB97M-V functional and the def2-TZVPD basis.

Values from the calculation:
- frontier orbital gap (Ha) = 0.3534
- LUMO (eV) = 0.76

The geometry in ORCA input format:
```
! wB97M-V def2-TZVPD RIJCOSX def2/J DEFGRID3
* xyz 0 1
C -0.264 -1.424 -1.907
C -2.282 0.806 0.118
C -0.888 0.821 -0.435
O -0.589 -1.043 -0.603
N -0.559 1.540 -1.427
H 0.421 1.506 -1.693
H -0.542 -0.654 -2.642
H -0.808 -2.333 -2.184
H 0.818 -1.596 -2.014
H -2.412 -0.034 0.799
H -2.489 1.745 0.638
H -2.979 0.683 -0.708
C 0.978 -1.532 1.683
N 0.211 0.721 0.844
C 1.094 -0.527 0.575
N 0.921 1.949 1.075
N 2.135 -0.443 -0.147
H -0.338 0.533 1.679
H 1.915 1.748 0.989
H 0.654 2.580 0.322
H 2.113 0.311 -0.829
H 1.483 -1.164 2.581
H -0.064 -1.745 1.916
H 1.471 -2.449 1.369
*
```

Results of the natural (NBO) charge analysis, in e, for atoms 1 through 8:
1 C -0.263
2 C -0.685
3 C 0.599
4 O -0.722
5 N -0.826
6 H 0.344
7 H 0.175
8 H 0.176



Energies relative to the most stable structure, in kJ/mol: version i 0.0; version ii 45.3.



Version i
An isolated molecule of CH6N2OP2S, computed with the ωB97M-V functional and the def2-TZVPD basis.

Values from the calculation:
- frontier orbital gap (Ha) = 0.2679
- LUMO (eV) = -0.38

The geometry in ORCA input format:
```
! wB97M-V def2-TZVPD RIJCOSX def2/J DEFGRID3
* xyz 0 1
C 1.822 2.131 -0.866
N -0.680 -0.344 0.842
N 0.615 1.540 -0.218
O -1.826 -2.978 0.602
P 0.712 -0.126 0.151
P -1.726 -1.321 1.552
S -0.765 -3.156 -0.936
H 2.236 2.923 -0.219
H 2.544 1.297 -0.751
H 1.500 2.489 -1.852
H -0.240 2.132 -0.233
H -1.604 -3.766 1.272
H -2.587 -0.823 0.656
*
```

Results of the natural (NBO) charge analysis, in e, for atoms 1 through 8:
1 C -0.418
2 N -1.376
3 N -0.948
4 O -0.883
5 P 1.345
6 P 1.098
7 S -0.289
8 H 0.198



Version ii
An isolated molecule of CH6N2OP2S, computed with the ωB97M-V functional and the def2-TZVPD basis.

Values from the calculation:
- frontier orbital gap (Ha) = 0.2950
- LUMO (eV) = -0.14

The geometry in ORCA input format:
```
! wB97M-V def2-TZVPD RIJCOSX def2/J DEFGRID3
* xyz 0 1
C 2.036 0.190 0.016
N -1.767 -1.658 -0.413
N 0.697 -0.213 -0.136
O 1.773 -0.927 -2.579
P -0.281 -2.150 -0.397
P -2.924 -1.620 0.873
S 0.416 -0.794 -2.121
H 2.403 0.620 -0.959
H 2.065 0.966 0.807
H 2.701 -0.651 0.268
H 0.147 0.577 -0.241
H -4.048 -1.879 0.000
H -3.080 -0.270 0.613
*
```

Results of the natural (NBO) charge analysis, in e, for atoms 1 through 8:
1 C -0.452
2 N -1.357
3 N -0.768
4 O -0.910
5 P 1.070
6 P 0.523
7 S 0.977
8 H 0.212



Version iii
An isolated molecule of CH6N2OP2S, computed with the ωB97M-V functional and the def2-TZVPD basis.

Values from the calculation:
- frontier orbital gap (Ha) = 0.3202
- LUMO (eV) = -0.42
- SMILES string = CNPN1[PH]#S1=O

The geometry in ORCA input format:
```
! wB97M-V def2-TZVPD RIJCOSX def2/J DEFGRID3
* xyz 0 1
C 0.923 -1.662 -0.780
N 0.459 -1.091 0.479
P -1.143 -0.733 0.809
N -1.365 0.950 0.434
P -1.117 1.856 -1.031
S -0.326 2.233 1.020
O 1.112 1.818 1.057
H 1.943 -1.857 -0.708
H 0.486 -2.624 -1.205
H 0.935 -0.944 -1.686
H 1.148 -0.387 0.552
H -0.864 -0.408 2.112
H -2.190 2.849 -1.052
*
```

Results of the natural (NBO) charge analysis, in e, for atoms 1 through 8:
1 C -0.422
2 N -0.944
3 P 0.993
4 N -1.230
5 P 0.555
6 S 1.153
7 O -0.945
8 H 0.199



Energies relative to the most stable structure, in kJ/mol: version i 65.7; version ii 110.1; version iii 0.0.